# 1
C4H12N2O2 as an isolated structure, computed with ωB97M-V/def2-TZVPD.

```
! wB97M-V def2-TZVPD RIJCOSX def2/J DEFGRID3
* xyz 0 1
O -1.24 0.62 1.41
O 0.23 -1.06 1.93
N 2.22 0.52 0.89
N -1.73 -1.54 0.88
C 0.34 -0.20 -1.02
C -0.74 -0.67 1.27
C -0.79 0.46 -1.79
C 1.39 1.10 -0.04
H -0.56 1.50 -2.03
H -1.72 0.49 -1.22
H -1.46 -2.50 0.77
H -2.44 -1.18 0.26
H 1.20 -0.30 -1.69
H 0.55 1.61 0.41
H -1.11 0.88 2.33
H 0.20 -1.26 -0.82
H -0.99 -0.05 -2.73
H 1.91 1.65 -0.82
H 3.05 0.08 0.50
H 1.69 -0.12 1.51
*
```

Computed properties:
* energy above the lowest of the compared OMol25 structures with the same formula, charge and spin: 68.4 kcal/mol
* gap between HOMO and LUMO: 8.519 eV
* HOMO: -7.87 eV
* molar mass: 120.15 g mol⁻¹

***

# 2
A 3-piece molecular cluster, C7H9ClN2O2 overall, computed with ωB97M-V/def2-TZVPD.

```
! wB97M-V def2-TZVPD RIJCOSX def2/J DEFGRID3
* xyz 0 1
Cl 0.26 -1.55 -5.75
O 2.63 2.48 3.62
O 3.93 0.60 3.81
N -1.59 1.60 -1.05
N -2.69 -0.03 0.66
C -1.37 -0.34 0.30
C -0.72 -1.43 0.72
C 1.39 -0.55 -0.28
C 0.64 0.55 -0.72
C 0.71 -1.55 0.37
C 3.26 1.51 3.73
C -0.72 0.61 -0.61
H -1.07 2.20 -1.64
H -2.99 -0.51 1.51
H 2.39 -0.69 -0.57
H 1.13 1.35 -1.33
H -2.50 1.36 -1.44
H -0.37 -2.10 -4.74
H -2.78 0.94 0.86
H 1.32 -2.29 0.95
H -0.89 -2.15 1.60
*
```

Computed properties:
* structure (SMILES): Nc1ccccc1N.O=C=O.Cl
* energy above the lowest of the compared OMol25 structures with the same formula, charge and spin: 0.0 kcal/mol
* gap between HOMO and LUMO: 8.270 eV
* HOMO: -7.75 eV
* molar mass: 188.61 g mol⁻¹

***

# 3
C9H26O4 as an isolated structure, computed with ωB97M-V/def2-TZVPD.

```
! wB97M-V def2-TZVPD RIJCOSX def2/J DEFGRID3
* xyz 0 1
O 0.31 -2.26 -0.79
O -0.03 1.40 0.52
O -0.73 3.31 0.21
O 0.34 -0.49 0.57
C 2.31 -1.15 -0.57
C -0.10 -2.55 1.53
C 1.56 0.00 -0.03
C 2.27 0.85 1.04
C -0.74 0.77 -0.46
C -1.78 -1.49 0.00
C -2.18 1.44 -0.40
C -0.04 1.16 -1.78
C -0.71 -2.52 0.11
H 2.07 -2.01 0.05
H -2.96 0.83 -0.87
H -1.09 -3.53 -0.05
H -0.93 -0.30 -0.42
H 0.78 -3.20 1.50
H 3.34 -0.81 -0.59
H -0.72 1.08 -2.63
H -2.13 -1.48 -1.03
H 0.83 -1.56 -0.38
H 2.34 0.27 1.96
H -2.24 2.45 -0.80
H -0.35 4.15 0.45
H -0.74 -2.85 2.36
H 0.32 2.19 -1.80
H 0.31 -1.59 1.84
H -2.59 1.45 0.61
H 1.53 0.66 -0.90
H 1.96 -1.48 -1.55
H 0.86 0.58 -1.95
H -0.15 0.28 0.85
H -0.23 2.34 0.60
H -1.61 3.52 -0.10
H -1.45 -0.49 0.25
H 3.30 1.09 0.79
H 1.70 1.75 1.25
H -2.63 -1.80 0.62
*
```

Computed properties:
* energy above the lowest of the compared OMol25 structures with the same formula, charge and spin: 363.9 kcal/mol
* gap between HOMO and LUMO: 7.708 eV
* HOMO: -7.81 eV
* molar mass: 198.30 g mol⁻¹

***

# 4
C30H45BN9O2Pt as an isolated structure, computed with ωB97M-V/def2-TZVPD.

```
! wB97M-V def2-TZVPD RIJCOSX def2/J DEFGRID3
* xyz -1 3
Pt -0.46 0.35 -0.12
O -2.06 1.12 1.41
O -4.30 -2.53 -0.10
N 2.33 -0.75 0.46
N 2.02 -0.34 -2.02
N -5.45 -0.93 0.98
N 0.73 -0.75 -2.01
N -2.02 2.13 -2.26
N 1.20 1.92 0.36
N -3.13 -0.67 0.54
N 2.28 1.64 -0.41
N 1.08 -0.93 1.00
C 2.36 3.80 0.03
C -1.07 4.15 0.90
C 3.23 -1.51 1.11
C 0.28 3.91 1.60
C -3.13 0.47 1.25
C 1.22 -1.80 1.99
C -5.47 0.23 1.69
C 3.00 2.76 -0.62
C -0.89 -1.75 -3.67
C -1.81 -2.01 -2.48
C 0.14 -2.31 2.92
C 1.56 -1.01 -4.06
C 3.95 -0.14 -3.61
C -1.57 -0.78 -4.64
C 0.86 5.27 2.00
C 4.25 2.81 -1.43
C 0.11 3.07 2.87
C -1.24 -1.78 2.56
C 4.68 -1.57 0.77
C -4.25 -1.43 0.43
C -6.64 -1.75 0.83
C -4.35 0.95 1.87
C 1.24 3.22 0.66
C -1.47 1.49 -1.47
C -0.61 -3.08 -4.38
C 0.49 -1.89 4.35
C 2.56 -2.19 2.10
C 0.43 -1.17 -3.24
C 2.55 -0.49 -3.25
C 0.11 -3.84 2.83
B 2.67 0.18 -0.74
H 4.84 -1.89 -0.26
H -0.95 -0.60 -5.51
H -0.58 3.57 3.55
H -7.50 -1.19 1.20
H -1.34 -2.67 -1.74
H 4.75 3.77 -1.27
H 0.20 5.75 2.72
H -1.77 0.17 -4.15
H 5.17 -2.28 1.44
H -4.34 1.88 2.42
H 4.08 0.93 -3.76
H -6.78 -2.00 -0.22
H 3.00 -2.88 2.80
H 1.85 5.16 2.46
H 4.94 2.01 -1.17
H -0.28 2.09 2.64
H 1.66 -1.26 -5.11
H 3.85 0.15 -0.89
H -1.56 -3.53 -4.70
H -1.54 -2.07 1.56
H -0.15 -4.16 1.82
H -1.54 3.21 0.61
H -6.54 -2.68 1.39
H 2.69 4.82 0.08
H -0.93 4.76 0.01
H 4.22 -0.64 -4.54
H -2.09 -1.09 -1.98
H 4.03 2.73 -2.50
H -0.11 -3.79 -3.72
H -0.64 -4.24 3.52
H 5.16 -0.60 0.89
H 4.65 -0.45 -2.83
H -6.43 0.52 2.10
H -1.98 -2.17 3.26
H -2.73 -2.49 -2.82
H 0.95 5.94 1.14
H -1.27 -0.69 2.61
H 1.07 -4.28 3.09
H -1.74 4.67 1.58
H 1.46 -2.27 4.66
H 0.51 -0.80 4.43
H 1.08 2.96 3.37
H 0.01 -2.94 -5.27
H -2.52 -1.20 -4.97
H -0.27 -2.27 5.04
*
```

Computed properties:
* energy above the lowest of the compared OMol25 structures with the same formula, charge and spin: 12.8 kcal/mol
* gap between HOMO and LUMO (spin up / spin down): 6.604 / 8.166 eV
* HOMO (spin up / spin down): -4.14 / -5.70 eV
* molar mass: 769.64 g mol⁻¹